Entry 1:
Computed, not measured: CHKO3 as an isolated structure in a non-equilibrium geometry, with the ωB97M-V functional and the def2-TZVPD basis.

Properties
Molar mass in g mol⁻¹: 100.11
LUMO level in eV: -0.8
2S+1: 1
Energy above the lowest of the compared OMol25 structures with the same formula, charge and spin in eV: 1.860
HOMO-LUMO gap in eV: 7.64
E in Eh: -864.33669
E_HOMO in eV: -8.47
F_max in eV/Å: 7.30

Structure (XYZ):
```
6
Properties=species:S:1:pos:R:3:mulliken_charge:R:1
H 0.7840 -1.3579 0.0933 0.417
O -0.1442 1.3345 0.1919 -0.788
O 1.6542 -0.0520 -0.0611 -0.700
O -0.2503 -0.8097 -0.1306 -0.719
C 0.4639 0.3439 -0.2892 0.825
K -2.5077 0.5412 0.1956 0.965
```

=====

Entry 2:
Computed, not measured: an isolated ion of composition CHN2O3 and charge +1 in a non-equilibrium geometry, with the ωB97M-V functional and the def2-TZVPD basis.

Properties
Molar mass in g mol⁻¹: 89.03
SMILES: O=C=[NH+][N+](=O)[O-]
LUMO level in eV: -7.3
2S+1: 1
Energy above the lowest of the compared OMol25 structures with the same formula, charge and spin in eV: 2.811
Total charge: +1
HOMO-LUMO gap in eV: 11.38
E in Eh: -373.45520
E_HOMO in eV: -18.72
F_max in eV/Å: 5.10

Structure (XYZ):
```
7
Properties=species:S:1:pos:R:3:mulliken_charge:R:1
C 0.8185 0.1137 -1.0560 0.553
N 0.6691 -0.0294 0.1628 -0.261
N -0.8707 -0.1221 0.6149 1.109
O 0.5663 -0.0570 -2.1277 -0.040
O -1.4033 -0.8987 -0.0900 -0.370
O -0.9798 0.5629 1.5209 -0.384
H 1.1999 0.4306 0.9751 0.393
```

=====

Entry 3:
Computed, not measured: an isolated ion of composition CHN2O3P and charge -2 in a non-equilibrium geometry, with the ωB97M-V functional and the def2-TZVPD basis.

Properties
Molar mass in g mol⁻¹: 120.00
SMILES: N#COP(=N)([O-])[O-]
LUMO level in eV: 7.5
2S+1: 1
Energy above the lowest of the compared OMol25 structures with the same formula, charge and spin in eV: 1.014
Total charge: -2
HOMO-LUMO gap in eV: 7.29
E in Eh: -715.34969
E_HOMO in eV: 0.21
F_max in eV/Å: 2.74

Structure (XYZ):
```
8
Properties=species:S:1:pos:R:3:mulliken_charge:R:1
C -0.9279 1.2441 -0.4319 0.468
N -0.7480 2.3365 -0.7758 -0.698
N 1.0223 -0.0381 1.0254 -0.839
O 0.5332 -1.2123 -1.3283 -0.747
O -1.3665 0.1618 -0.0432 -0.524
O -0.3814 -2.1068 0.8912 -0.811
P 0.2622 -1.0282 0.0945 0.956
H 1.6061 0.6430 0.5681 0.195
```

=====

Entry 4:
Computed, not measured: a 2-piece molecular cluster, CHN2O3P overall in a non-equilibrium geometry, with the ωB97M-V functional and the def2-TZVPD basis.

Properties
Molar mass in g mol⁻¹: 120.00
LUMO level (spin up / spin down) in eV: 7.2 / 7.2
2S+1: 1
Energy above the lowest of the compared OMol25 structures with the same formula, charge and spin in eV: 5.322
Total charge: -2
HOMO-LUMO gap (spin up / spin down) in eV: 5.62 / 5.56
E in Eh: -715.19138
E_HOMO (spin up / spin down) in eV: 1.57 / 1.64
F_max in eV/Å: 3.77

Structure (XYZ):
```
8
Properties=species:S:1:pos:R:3:mulliken_charge:R:1
C -1.2739 0.5826 0.1389 -0.046
N -2.2229 0.8729 -0.7497 -0.378
N -2.8681 0.3537 0.2449 -0.452
O 1.8427 -0.9911 1.3509 -0.619
O 1.0450 -1.8088 -0.9742 -0.652
O 2.5582 0.3298 -0.6993 -0.669
P 1.6233 -0.6970 -0.0750 0.798
H -0.7044 1.3578 0.7636 0.018
```

=====

Entry 5:
Computed, not measured: CHN2O4 as an isolated structure in a non-equilibrium geometry, with the ωB97M-V functional and the def2-TZVPD basis.

Properties
Molar mass in g mol⁻¹: 105.03
LUMO level in eV: 4.2
2S+1: 1
Energy above the lowest of the compared OMol25 structures with the same formula, charge and spin in eV: 0.417
Total charge: -1
HOMO-LUMO gap in eV: 8.95
E in Eh: -449.15419
E_HOMO in eV: -4.79
F_max in eV/Å: 2.10

Structure (XYZ):
```
8
Properties=species:S:1:pos:R:3:mulliken_charge:R:1
C 1.5804 0.1320 0.0789 0.752
N -0.2953 0.6059 -0.1810 -0.588
N -1.1256 -0.3241 0.1918 1.048
O 1.6121 -0.0131 1.2314 -0.461
O -0.6946 -1.3143 0.7544 -0.656
O 1.9979 0.0516 -1.0195 -0.543
O -2.3606 -0.2256 -0.1053 -0.746
H -0.7143 1.0876 -0.9508 0.194
```

=====

Entry 6:
Computed, not measured: an isolated ion of composition CHN2O7S and charge -1 in a non-equilibrium geometry, with the ωB97M-V functional and the def2-TZVPD basis.

Properties
Molar mass in g mol⁻¹: 185.09
LUMO level (spin up / spin down) in eV: 2.9 / 2.9
2S+1: 1
Energy above the lowest of the compared OMol25 structures with the same formula, charge and spin in eV: 0.000
Total charge: -1
HOMO-LUMO gap (spin up / spin down) in eV: 8.34 / 8.34
E in Eh: -1072.95243
E_HOMO (spin up / spin down) in eV: -5.41 / -5.41
F_max in eV/Å: 3.26

Structure (XYZ):
```
12
Properties=species:S:1:pos:R:3:mulliken_charge:R:1
C 0.5413 -1.0567 0.2255 0.839
N -0.1576 0.6084 -0.9634 -0.355
N -0.8874 -1.2150 0.1714 0.817
O -1.3377 -2.0204 -0.5907 -0.610
O 0.9797 -0.1946 1.0826 -0.409
O 1.2235 -1.7712 -0.4180 -0.512
O -1.6248 -0.5784 1.0008 -0.612
O 0.9982 2.3129 0.7435 -0.592
O 2.2696 0.8200 -0.7761 -0.575
O -1.2656 1.3416 -0.5612 -0.439
S 1.0823 1.0890 -0.0197 1.065
H -1.8215 0.6644 0.1053 0.381
```

=====

Entry 7:
Computed, not measured: an isolated ion of composition CHN2S2 and charge +1 in a non-equilibrium geometry, with the ωB97M-V functional and the def2-TZVPD basis.

Properties
Molar mass in g mol⁻¹: 105.17
SMILES: [NH+]#S#CN=S
LUMO level (spin up / spin down) in eV: -8.2 / -8.2
2S+1: 1
Energy above the lowest of the compared OMol25 structures with the same formula, charge and spin in eV: 2.508
Total charge: +1
HOMO-LUMO gap (spin up / spin down) in eV: 6.26 / 6.27
E in Eh: -944.14008
E_HOMO (spin up / spin down) in eV: -14.46 / -14.47
F_max in eV/Å: 2.34

Structure (XYZ):
```
6
Properties=species:S:1:pos:R:3:mulliken_charge:R:1
C 2.4452 1.2847 -0.1440 0.261
N 3.1079 0.2996 0.0054 0.022
N 0.3819 0.0767 -0.0406 -0.285
S 0.7877 1.5648 0.0527 0.474
S 4.2722 -0.6658 0.0226 0.210
H -0.5492 -0.2499 -0.1832 0.318
```

=====

Entry 8:
Computed, not measured: CHN3O2 in the gas phase in a non-equilibrium geometry, with the ωB97M-V functional and the def2-TZVPD basis.

Properties
Molar mass in g mol⁻¹: 87.04
LUMO level in eV: -1.5
2S+1: 1
Energy above the lowest of the compared OMol25 structures with the same formula, charge and spin in eV: 1.701
HOMO-LUMO gap in eV: 9.32
E in Eh: -353.37066
E_HOMO in eV: -10.85
F_max in eV/Å: 1.17

Structure (XYZ):
```
7
Properties=species:S:1:pos:R:3:mulliken_charge:R:1
O -0.4166 0.6623 1.8950 -0.530
C -0.2294 0.7009 0.7073 0.644
N 0.1919 -0.7411 0.1114 -0.041
N 0.3003 -0.6806 -1.1599 0.253
N 0.2145 0.2187 -1.8751 -0.057
O -0.2415 1.4815 -0.2535 -0.522
H 0.1807 -1.6415 0.5747 0.254
```

=====

Entry 9:
Computed, not measured: CHN3O2 in the gas phase in a non-equilibrium geometry, with the ωB97M-V functional and the def2-TZVPD basis.

Properties
Molar mass in g mol⁻¹: 87.04
SMILES: O=c1nno[nH]1
LUMO level in eV: -0.1
2S+1: 1
Energy above the lowest of the compared OMol25 structures with the same formula, charge and spin in eV: 2.285
HOMO-LUMO gap in eV: 10.48
E in Eh: -353.34920
E_HOMO in eV: -10.55
F_max in eV/Å: 1.22

Structure (XYZ):
```
7
Properties=species:S:1:pos:R:3:mulliken_charge:R:1
C 0.6577 0.4765 -0.1397 0.455
H -0.0354 -0.2894 1.7531 0.217
N -0.0304 0.1895 -1.4194 -0.108
N -1.0131 -0.4997 -1.1902 0.016
N -0.1053 -0.1580 0.7765 0.051
O 1.7009 1.0569 0.0283 -0.526
O -1.1744 -0.7760 0.1913 -0.105
```

=====

Entry 10:
Computed, not measured: CHN3O3 in the gas phase in a non-equilibrium geometry, with the ωB97M-V functional and the def2-TZVPD basis.

Properties
Molar mass in g mol⁻¹: 103.04
SMILES: O=N/C=N/[N+](=O)[O-]
LUMO level (spin up / spin down) in eV: -2.3 / -2.3
2S+1: 1
Energy above the lowest of the compared OMol25 structures with the same formula, charge and spin in eV: 3.161
HOMO-LUMO gap (spin up / spin down) in eV: 8.12 / 8.12
E in Eh: -428.44831
E_HOMO (spin up / spin down) in eV: -10.44 / -10.45
F_max in eV/Å: 3.78

Structure (XYZ):
```
8
Properties=species:S:1:pos:R:3:mulliken_charge:R:1
C 0.7099 0.0076 0.0002 0.104
N -0.4338 0.5196 -0.0017 -0.289
N 1.8058 0.8540 -0.0086 0.048
N -1.6611 -0.1018 0.0003 1.031
O 2.9294 0.4023 0.0025 -0.269
O -2.1395 -0.2944 1.0796 -0.517
O -2.1313 -0.3164 -1.0785 -0.516
H 0.9206 -1.0709 0.0062 0.408
```

=====

Entry 11:
Computed, not measured: CHN3O3S in the gas phase in a non-equilibrium geometry, with the ωB97M-V functional and the def2-TZVPD basis.

Properties
Molar mass in g mol⁻¹: 135.10
LUMO level (spin up / spin down) in eV: -1.4 / -1.4
2S+1: 1
Energy above the lowest of the compared OMol25 structures with the same formula, charge and spin in eV: 8.009
HOMO-LUMO gap (spin up / spin down) in eV: 9.41 / 9.41
E in Eh: -826.62182
E_HOMO (spin up / spin down) in eV: -10.77 / -10.77
F_max in eV/Å: 3.52

Structure (XYZ):
```
9
Properties=species:S:1:pos:R:3:mulliken_charge:R:1
C 1.7405 0.5422 -2.2626 0.395
N 1.9987 1.1471 -3.2049 -0.362
N 1.3341 0.0888 -1.1187 -0.554
N 1.9352 -0.5039 -0.1922 1.187
O 3.0592 -0.9107 -0.1833 -0.540
O 1.0520 -0.9408 0.8563 -0.378
O -0.7780 -1.3794 -0.8152 -0.421
S -0.5433 -1.4775 0.6202 0.499
H -1.4743 -0.2395 1.0775 0.175
```

=====

Entry 12:
Computed, not measured: a 2-piece molecular cluster, CHN3O3S overall in a non-equilibrium geometry, with the ωB97M-V functional and the def2-TZVPD basis.

Properties
Molar mass in g mol⁻¹: 135.10
LUMO level in eV: -0.2
2S+1: 1
Energy above the lowest of the compared OMol25 structures with the same formula, charge and spin in eV: 4.576
HOMO-LUMO gap in eV: 10.92
E in Eh: -826.74801
E_HOMO in eV: -11.09
F_max in eV/Å: 3.03

Structure (XYZ):
```
9
Properties=species:S:1:pos:R:3:mulliken_charge:R:1
C 0.5043 1.2747 0.6480 0.375
N -0.3386 1.9954 0.9131 -0.339
N -1.1042 -0.6989 -0.3466 -0.216
N -2.1567 -0.3453 -0.3544 0.746
O 1.5560 0.1986 -1.3997 -0.488
O 1.5033 -1.0032 0.7324 -0.495
O -3.2522 0.0154 -0.4724 -0.537
S 1.9082 0.4219 -0.0110 0.593
H 1.3800 -1.8587 0.2907 0.361
```